Record 1
Below is a molecular structure, C33H46IrN13OP3, with properties calculated with ωB97M-V/def2-TZVPD.

Last column: Löwdin spin population.
Atoms and positions in Å:
1 Ir -0.46558 0.39748 0.02938  0.34
2 C 3.26798 0.62192 -3.39789  0.01
3 C 2.06871 1.09440 -2.56345  0.01
4 C 2.53667 2.18133 -1.59756  0.00
5 P 1.23666 -0.35697 -1.74840  0.18
6 C 0.91544 -1.46366 -3.18181  0.04
7 C 0.67694 -2.93968 -2.89176  0.00
8 C -0.21868 -0.87620 -4.02842  0.00
9 C 2.45561 -1.07536 -0.66267  0.02
10 C 3.33784 -2.11588 -0.95364  0.01
11 C 4.19819 -2.57545 0.02228  0.00
12 C 4.14881 -2.00792 1.29659  0.01
13 C 3.28561 -0.97164 1.58465  0.00
14 C 2.44090 -0.46591 0.59033  0.01
15 N 1.53042 0.58111 0.78482  0.03
16 C 1.88878 1.67563 1.54355  0.00
17 C 3.21854 1.99637 1.89945  0.00
18 C 3.49968 3.11807 2.64676  0.00
19 C 2.49447 3.98587 3.07775  0.00
20 C 1.19641 3.71258 2.71040  0.00
21 C 0.89771 2.58269 1.94497  0.00
22 P -0.76631 2.17194 1.47625  0.07
23 C -1.66955 1.62039 2.99761  0.03
24 C -2.35633 2.75320 3.76383  0.01
25 C -0.71387 0.86796 3.92993  0.00
26 C -1.58462 3.71798 0.91758  0.00
27 C -0.72107 4.64632 0.05979  0.00
28 C -2.97325 3.45078 0.33157  0.00
29 H 3.84470 1.50029 -3.68972  0.00
30 H 3.92974 -0.02856 -2.82184  0.00
31 H 2.97652 0.11420 -4.31519  0.00
32 H 1.32201 1.51296 -3.23964  0.00
33 H 3.33380 1.80786 -0.95158  0.00
34 H 2.94324 3.00711 -2.18410  0.00
35 H 1.73849 2.57100 -0.97340  0.00
36 H 1.86021 -1.38806 -3.72745  0.01
37 H -0.32960 -3.07013 -2.52245  0.00
38 H 0.79060 -3.49120 -3.82838  0.00
39 H 1.36749 -3.35889 -2.16013  0.00
40 H -1.14805 -0.86690 -3.45374  0.00
41 H -0.01331 0.13570 -4.38102  0.00
42 H -0.36803 -1.49906 -4.91163  0.00
43 H 3.35900 -2.55576 -1.94305  0.00
44 H 4.88807 -3.37970 -0.19351  0.00
45 H 4.78232 -2.40050 2.08166  0.00
46 H 3.22557 -0.57387 2.58781  0.00
47 H 4.03181 1.36899 1.56809  0.00
48 H 4.53238 3.33302 2.89191  0.00
49 H 2.73104 4.86173 3.66514  0.00
50 H 0.40068 4.38782 3.00423  0.00
51 H -2.44217 0.93558 2.63987  0.00
52 H -1.63864 3.50295 4.10336  0.00
53 H -3.13744 3.24564 3.18761  0.00
54 H -2.82121 2.32619 4.65415  0.00
55 H -0.08632 1.57714 4.47214  0.00
56 H -1.29522 0.29849 4.65621  0.00
57 H -0.05416 0.17513 3.40790  0.00
58 H -1.72416 4.23245 1.87355  0.00
59 H -0.43590 4.20624 -0.88707  0.00
60 H -1.29910 5.54405 -0.16304  0.00
61 H 0.18978 4.94255 0.57825  0.00
62 H -2.91734 2.97442 -0.64505  0.00
63 H -3.57427 2.80316 0.97527  0.00
64 H -3.50270 4.39572 0.20880  0.00
65 N -3.08369 -1.11642 1.52454  0.03
66 C -1.83218 -1.56811 1.85861  0.02
67 N -1.60924 -2.55921 2.69364  0.00
68 N -0.26250 -2.66753 2.72968  0.03
69 N 0.29438 -1.80004 1.97101  -0.01
70 N -0.68425 -1.05760 1.39620  0.04
71 C -3.33788 -0.50484 0.32011  0.02
72 N -4.50445 -0.51936 -0.27846  0.00
73 N -4.29887 0.18111 -1.41916  0.03
74 N -3.09340 0.59461 -1.49961  -0.01
75 N -2.43562 0.18710 -0.38116  0.05
76 H -3.85139 -1.64770 1.90597  0.00
77 N -0.51857 1.78419 -1.46556  0.01
78 C -0.93165 2.38784 -2.36477  0.00
79 C -1.32982 3.17287 -3.41964  0.00
80 C -0.90015 2.81434 -4.72060  0.00
81 N -0.49592 2.50845 -5.75706  0.00
82 C -2.12442 4.31913 -3.16552  0.00
83 N -2.75998 5.25892 -2.95932  0.00
84 C -1.13276 -4.97998 -0.14921  0.00
85 P -2.29626 -3.81039 -0.87119  0.00
86 C -3.74640 -3.89686 0.19606  0.00
87 C -2.84947 -4.53686 -2.42880  0.00
88 O -1.70310 -2.45042 -1.06940  0.01
89 H -1.60992 -5.94205 0.04205  0.00
90 H -0.76914 -4.56712 0.79389  0.00
91 H -0.28581 -5.12112 -0.82091  0.00
92 H -4.22124 -4.87141 0.07458  0.00
93 H -4.45468 -3.11316 -0.07812  0.00
94 H -3.44086 -3.78887 1.23746  0.00
95 H -3.36017 -5.48554 -2.26185  0.00
96 H -2.00217 -4.69863 -3.09425  0.00
97 H -3.53802 -3.83534 -2.90192  0.00

Properties
LUMO energy (spin up / spin down) (eV): -0.5 / -3.1
2S+1: 2
Gap between HOMO and LUMO (spin up / spin down) (eV): 7.39 / 4.64
ΔE to the lowest compared entry with this formula, charge and spin (kJ/mol): 165.5
Maximum force (eV/A): 0.74
⟨S²⟩: 0.759

=====

Record 2
Below is a molecular structure, C33H46N3ORuS2Si2, with properties calculated with ωB97M-V/def2-TZVPD.

Last column: Löwdin spin population.
Atoms and positions in Å:
1 Ru -0.01445 0.15007 -0.14780  0.05
2 C 1.24989 2.04294 -2.70270  0.00
3 Si 0.80355 0.26401 -3.18192  0.00
4 C 2.43171 -0.66901 -3.33846  0.00
5 C 0.11811 0.50797 -4.92690  0.00
6 C -0.37948 -0.80313 -2.16264  0.01
7 C 0.30165 -1.98096 -1.58584  0.00
8 C 0.14838 -3.33131 -1.93741  0.00
9 C 0.87487 -4.29670 -1.27368  0.00
10 C 1.75453 -3.93423 -0.25526  0.00
11 C 1.85881 -2.59424 0.05284  0.00
12 N 1.17094 -1.65971 -0.59743  0.01
13 Si -2.19479 -0.96163 -2.53332  0.00
14 C -2.97620 0.68597 -3.01260  0.00
15 C -3.13484 -1.69235 -1.06991  0.00
16 C -2.55707 -2.14346 -3.97161  0.00
17 H 2.25280 2.24030 -3.09314  0.00
18 H 1.26375 2.27779 -1.64289  0.00
19 H 0.55923 2.74273 -3.17839  0.00
20 H 3.07758 -0.15937 -4.05703  0.00
21 H 2.28288 -1.69529 -3.68162  0.00
22 H 2.95905 -0.71125 -2.38399  0.00
23 H 0.91875 0.84005 -5.59277  0.00
24 H -0.66092 1.27130 -4.95291  0.00
25 H -0.30116 -0.41083 -5.34057  0.00
26 H -0.51398 -3.59573 -2.74852  0.00
27 H 0.77294 -5.33698 -1.55763  0.00
28 H 2.33516 -4.66907 0.28322  0.00
29 H 2.50607 -2.23922 0.84643  0.00
30 H -3.46787 1.15534 -2.15970  0.00
31 H -3.73099 0.51732 -3.78405  0.00
32 H -2.25014 1.39982 -3.40036  0.00
33 H -2.79705 -1.27432 -0.11840  0.00
34 H -2.99749 -2.77546 -1.02309  0.00
35 H -4.20694 -1.50144 -1.16420  0.00
36 H -1.97270 -1.89370 -4.85944  0.00
37 H -3.61342 -2.08284 -4.24862  0.00
38 H -2.35458 -3.18503 -3.71707  0.00
39 S -0.09260 -0.66225 1.98601  0.16
40 C 0.77651 0.37537 3.03404  0.18
41 N 0.91929 0.04049 4.36846  0.09
42 C 1.73599 0.93212 5.17347  0.01
43 C 1.50426 2.36307 4.75907  0.01
44 N 1.83753 2.52416 3.35595  0.10
45 C 1.96691 3.90640 2.90555  0.01
46 C 3.17131 4.58315 3.50744  0.00
47 C 4.43276 4.34655 2.96804  0.00
48 C 5.55356 4.95871 3.50396  0.00
49 C 5.42596 5.81701 4.58916  0.00
50 C 4.17457 6.05842 5.13297  0.00
51 C 3.05298 5.44393 4.59096  0.00
52 C 1.29133 1.57494 2.51761  0.18
53 S 1.30060 1.78732 0.81521  0.16
54 C 1.05982 -1.36246 4.74406  0.01
55 C 0.43000 -1.64268 6.08545  0.00
56 C 1.15554 -2.22956 7.11224  0.00
57 C 0.55157 -2.51572 8.33083  0.00
58 C -0.78467 -2.21042 8.52930  0.00
59 C -1.51627 -1.61752 7.50655  0.00
60 C -0.91278 -1.33667 6.29258  0.00
61 H 2.80082 0.68088 5.06219  0.00
62 H 1.46512 0.79921 6.22257  0.00
63 H 2.13894 3.02236 5.34998  0.00
64 H 0.45454 2.64087 4.93692  0.00
65 H 1.05386 4.46716 3.15258  0.01
66 H 2.06184 3.89278 1.82286  0.00
67 H 4.52954 3.67486 2.12267  0.00
68 H 6.52833 4.77167 3.07247  0.00
69 H 6.30051 6.30077 5.00406  0.00
70 H 4.06840 6.72772 5.97680  0.00
71 H 2.07257 5.64485 5.00905  0.00
72 H 2.12507 -1.63175 4.76614  0.00
73 H 0.58136 -1.96922 3.97772  0.00
74 H 2.20254 -2.46538 6.95866  0.00
75 H 1.12784 -2.97515 9.12348  0.00
76 H -1.25836 -2.43247 9.47662  0.00
77 H -2.56160 -1.37972 7.65658  0.00
78 H -1.47831 -0.87594 5.49090  0.00
79 C -2.09751 3.62807 -0.75992  0.00
80 O -1.48736 2.34656 -0.93332  0.00
81 C -1.38741 1.43878 0.04441  0.00
82 C -2.12855 1.81497 1.29549  0.00
83 H -3.15373 3.54728 -0.50499  0.00
84 H -1.99505 4.12589 -1.71999  0.00
85 H -1.56828 4.19542 0.00618  0.00
86 H -3.15492 2.13141 1.09882  0.00
87 H -1.58971 2.65815 1.74352  0.00
88 H -2.13859 0.99143 2.00108  0.00

Properties
LUMO energy (spin up / spin down) (eV): 0.4 / -0.7
2S+1: 2
Gap between HOMO and LUMO (spin up / spin down) (eV): 6.72 / 6.22
ΔE to the lowest compared entry with this formula, charge and spin (kJ/mol): 140.5
Maximum force (eV/A): 0.87
⟨S²⟩: 0.756

=====

> Number 1 is which compound?

C33H46IrN13OP3

=====

> What is the ⟨S²⟩ in the first record?

0.759

=====

> Which value of 2S+1 does entry 2 give?

2

=====

> Among the records above, which one has the lowest ΔE to the lowest compared entry with this formula, charge and spin?

C33H46N3ORuS2Si2